1.
DFT (wB97M-V/def2-TZVPD) results for a 2-piece molecular cluster, C4H8NO3 overall.

Geometry as XYZ:
```
16
Properties=species:S:1:pos:R:3:mulliken_charge:R:1
C 0.63 -2.01 2.57 -0.853
C 0.44 -0.48 2.35 0.631
O 0.58 0.42 3.18 -0.672
N -0.07 0.01 1.13 -0.291
H -0.22 -2.71 2.75 0.256
H 1.40 -2.25 3.41 0.239
H -0.13 0.94 1.16 0.222
H -0.29 -0.39 0.14 0.217
H 0.73 -2.39 1.41 0.210
C -0.76 1.20 -3.49 -0.969
C -0.41 0.54 -2.17 0.759
O -0.07 -0.66 -2.26 -0.742
O -0.25 1.14 -1.06 -0.793
H -0.15 2.03 -3.39 0.280
H -1.73 1.61 -3.52 0.273
H -0.67 0.47 -4.35 0.234
```

Output
- Net charge: -1
- HOMO-LUMO gap: 7.93 eV
- Highest occupied orbital energy: -0.152 Ha
- Energy relative to the best compared isomer or geometry (same formula, charge and spin): 55.2 kcal/mol

2.
DFT (wB97M-V/def2-TZVPD) results for one molecule with the formula C3H6FN.

Geometry as XYZ:
```
11
Properties=species:S:1:pos:R:3:mulliken_charge:R:1
C 1.52 -0.21 0.32 -0.674
C 0.67 -0.62 -0.60 0.048
C -1.08 0.73 0.35 -1.026
N -0.68 -0.17 -0.70 -0.016
F -1.70 -1.26 -0.87 -0.269
H 2.56 -0.55 0.24 0.223
H 1.40 0.56 1.09 0.278
H 0.96 -1.27 -1.48 0.319
H -2.14 0.88 0.21 0.337
H -0.88 0.33 1.34 0.339
H -0.62 1.58 0.10 0.440
```

Output
- HOMO-LUMO gap: 10.09 eV
- Highest occupied orbital energy: -0.337 Ha
- Energy relative to the best compared isomer or geometry (same formula, charge and spin): 53.9 kcal/mol
- Structure (SMILES): C=CN(C)F

3.
DFT (wB97M-V/def2-TZVPD) results for one molecule with the formula C2HO2P.

Geometry as XYZ:
```
6
Properties=species:S:1:pos:R:3:mulliken_charge:R:1
C 0.59 0.15 0.68 0.505
C 0.35 -0.04 -1.08 0.195
O 1.71 0.11 1.07 -0.397
O -0.03 -0.83 -1.82 -0.178
P -1.03 0.10 1.18 -0.127
H -1.59 0.51 -0.02 0.001
```

Output
- HOMO-LUMO gap (spin up / spin down): 7.59 / 7.59 eV
- Highest occupied orbital energy (spin up / spin down): -0.324 / -0.324 Ha
- Energy relative to the best compared isomer or geometry (same formula, charge and spin): 38.3 kcal/mol

4.
DFT (wB97M-V/def2-TZVPD) results for C40H54F9OP3SiSr as an isolated structure.

Geometry as XYZ:
```
109
Properties=species:S:1:pos:R:3:mulliken_charge:R:1
Sr 1.06 1.14 0.28 2.103
C 3.92 -2.31 -3.01 -1.662
C 3.41 -1.16 -2.14 1.724
C 4.37 0.03 -2.20 -1.775
P 1.67 -0.48 -2.29 1.573
C 1.61 0.60 -3.80 0.950
C 0.17 1.14 -3.89 -1.485
C 2.05 0.03 -5.14 -1.694
C 0.59 -1.93 -2.68 -0.011
C 0.87 -2.79 -3.75 -0.750
C 0.12 -3.92 -3.97 -1.240
C -0.94 -4.22 -3.13 -0.897
C -1.25 -3.36 -2.09 -0.134
C -0.52 -2.20 -1.85 0.409
Si -0.98 -0.98 -0.44 -0.459
C -2.76 -0.39 -0.82 0.607
C -3.52 -0.82 -1.90 -0.640
C -4.79 -0.31 -2.15 -0.912
C -5.32 0.65 -1.30 -1.121
C -4.57 1.11 -0.23 -0.299
C -3.29 0.62 0.01 -0.168
P -2.26 1.18 1.44 0.684
C -3.38 0.77 2.88 0.504
C -4.46 1.77 3.29 -1.601
C -2.53 0.37 4.09 -0.855
C -2.07 3.03 1.27 2.119
C -3.26 3.91 0.91 -1.728
C -1.34 3.54 2.51 -1.329
C -1.27 -2.13 1.10 0.246
C -2.54 -2.64 1.37 -0.439
C -2.83 -3.36 2.52 -0.852
C -1.83 -3.59 3.45 -1.063
C -0.55 -3.10 3.22 -0.496
C -0.26 -2.38 2.06 0.299
P 1.43 -1.73 1.76 1.389
C 2.42 -3.24 1.34 0.195
C 1.86 -3.90 0.08 -1.576
C 2.55 -4.26 2.46 -1.807
C 2.04 -1.29 3.46 0.570
C 1.27 -0.06 3.94 -1.162
C 3.54 -1.01 3.41 -1.671
H 4.95 -2.54 -2.72 0.487
H 3.93 -2.05 -4.07 0.193
H 3.33 -3.21 -2.89 0.349
H 3.41 -1.53 -1.10 -0.874
H 4.45 0.42 -3.22 0.277
H 5.37 -0.27 -1.89 0.486
H 4.06 0.86 -1.57 0.389
H 2.26 1.44 -3.53 0.341
H -0.52 0.33 -4.15 0.351
H 0.11 1.91 -4.65 0.557
H -0.16 1.57 -2.94 -0.011
H 1.36 -0.75 -5.48 0.277
H 3.06 -0.37 -5.12 0.335
H 2.03 0.83 -5.89 0.493
H 1.70 -2.58 -4.40 0.527
H 0.36 -4.58 -4.80 0.413
H -1.53 -5.12 -3.29 0.420
H -2.09 -3.60 -1.45 0.449
H -3.13 -1.58 -2.57 0.444
H -5.36 -0.66 -3.00 0.406
H -6.31 1.05 -1.48 0.418
H -5.00 1.87 0.42 0.214
H -3.88 -0.14 2.52 0.560
H -4.03 2.70 3.67 0.241
H -5.06 1.34 4.10 0.474
H -5.14 2.02 2.47 0.297
H -1.94 1.21 4.45 0.246
H -1.85 -0.45 3.84 -0.341
H -3.17 0.03 4.91 0.537
H -1.36 3.10 0.43 -1.057
H -4.01 3.92 1.69 0.271
H -3.72 3.60 -0.02 0.433
H -2.90 4.94 0.77 0.461
H -1.97 3.47 3.40 0.313
H -1.05 4.58 2.39 0.456
H -0.43 2.96 2.72 0.109
H -3.35 -2.45 0.66 0.437
H -3.83 -3.73 2.69 0.446
H -2.04 -4.14 4.36 0.410
H 0.22 -3.29 3.95 0.244
H 3.42 -2.85 1.10 0.657
H 0.86 -4.31 0.28 0.276
H 2.51 -4.71 -0.24 0.609
H 1.76 -3.19 -0.75 0.101
H 1.57 -4.70 2.70 0.295
H 2.97 -3.84 3.38 0.380
H 3.20 -5.08 2.14 0.503
H 1.85 -2.11 4.16 0.393
H 1.56 0.83 3.37 0.075
H 1.51 0.16 4.99 0.629
H 0.19 -0.18 3.86 -0.085
H 3.77 -0.23 2.68 0.252
H 4.12 -1.90 3.15 0.366
H 3.89 -0.65 4.38 0.485
F 1.55 5.12 1.43 -0.273
C 1.13 5.56 0.24 0.392
F 1.67 6.76 0.03 -0.281
F -0.20 5.73 0.34 -0.273
C 1.46 4.51 -0.88 0.920
O 1.24 3.27 -0.46 -1.134
C 2.96 4.69 -1.28 0.083
F 3.39 3.61 -1.96 -0.141
F 3.74 4.78 -0.19 -0.287
F 3.20 5.76 -2.04 -0.279
C 0.58 4.82 -2.13 0.038
F 1.08 4.21 -3.22 -0.270
F 0.47 6.12 -2.41 -0.294
F -0.66 4.35 -1.95 -0.163
```

Output
- HOMO-LUMO gap: 6.11 eV
- Highest occupied orbital energy: -0.225 Ha
- Energy relative to the best compared isomer or geometry (same formula, charge and spin): 0.0 kcal/mol

5.
DFT (wB97M-V/def2-TZVPD) results for a 6-piece molecular cluster, C3H14O8 overall.

Geometry as XYZ:
```
25
Properties=species:S:1:pos:R:3:mulliken_charge:R:1
C -0.67 6.91 -17.04 -0.176
C -2.12 6.87 -16.87 -0.407
O -2.47 8.21 -16.56 -0.296
C -1.43 8.73 -15.93 0.608
O -1.31 9.89 -15.48 -0.635
O -0.35 7.85 -16.08 -0.278
H -0.43 7.19 -18.07 0.275
H -0.33 5.91 -16.79 0.305
H -2.60 6.20 -16.15 0.280
H -2.75 6.77 -17.75 0.267
O -3.36 13.84 -11.19 -0.218
H -3.93 14.37 -11.75 0.422
H -3.23 13.03 -11.68 0.428
O 0.04 8.71 -11.03 -0.622
H 0.53 9.53 -11.17 0.303
H -0.87 8.99 -10.93 0.373
O -1.79 12.73 -15.56 -0.648
H -1.29 11.93 -15.70 0.391
H -1.31 13.40 -16.04 0.338
O -2.64 9.37 -11.16 -0.724
H -3.50 9.41 -10.74 0.310
H -2.78 8.89 -11.97 0.350
O -2.33 11.76 -12.87 -0.424
H -2.09 10.86 -12.63 0.365
H -1.80 11.94 -13.64 0.412
```

Output
- Net charge: +1
- HOMO-LUMO gap (spin up / spin down): 10.45 / 2.63 eV
- Highest occupied orbital energy (spin up / spin down): -0.505 / -0.504 Ha
- Spin multiplicity: 2

6.
DFT (wB97M-V/def2-TZVPD) results for one molecule with the formula C3H7NO4S.

Geometry as XYZ:
```
16
Properties=species:S:1:pos:R:3:mulliken_charge:R:1
C -0.52 0.07 0.56 0.300
C -0.69 0.58 -0.88 -1.107
C 0.38 -1.16 0.63 0.448
H -1.53 -0.33 2.22 0.280
H -2.13 -1.09 0.93 0.300
H -0.01 0.83 1.13 0.456
H -1.71 0.99 -1.02 0.413
H -0.69 -0.28 -1.56 0.428
H 1.86 0.27 -1.29 0.406
H 2.05 -1.82 0.14 0.318
N -1.80 -0.19 1.26 -0.742
O 1.67 0.93 -1.92 -0.445
O 0.90 2.52 -0.07 -0.570
O 1.64 -0.95 0.15 -0.464
O 0.10 -2.26 1.06 -0.581
S 0.46 1.88 -1.34 0.560
```

Output
- HOMO-LUMO gap: 10.29 eV
- Highest occupied orbital energy: -0.363 Ha
- Energy relative to the best compared isomer or geometry (same formula, charge and spin): 9.6 kcal/mol

7.
DFT (wB97M-V/def2-TZVPD) results for one molecule with the formula H4N2.

Geometry as XYZ:
```
6
Properties=species:S:1:pos:R:3:mulliken_charge:R:1
H 0.35 -0.99 1.07 0.243
H 0.19 -1.37 -0.43 0.247
H -0.63 0.71 -1.02 0.224
H -0.13 1.55 0.27 0.224
N 0.57 -0.47 0.09 -0.496
N -0.35 0.57 0.02 -0.442
```

Output
- HOMO-LUMO gap: 9.50 eV
- Highest occupied orbital energy: -0.301 Ha
- Energy relative to the best compared isomer or geometry (same formula, charge and spin): 24.2 kcal/mol
- Structure (SMILES): NN

8.
DFT (wB97M-V/def2-TZVPD) results for a 2-piece molecular cluster, C3H9N4O overall.

Geometry as XYZ:
```
17
Properties=species:S:1:pos:R:3:mulliken_charge:R:1
C 0.30 1.38 -0.26 0.472
C -1.13 0.59 1.43 -0.946
C -1.71 0.37 -0.97 -0.921
N 1.98 -2.04 -0.49 0.358
N 1.32 -1.39 0.35 -0.292
N -0.78 0.84 0.05 0.075
N 1.39 1.69 -0.56 -0.163
O 2.94 -2.77 -0.32 -0.522
H -0.44 1.09 2.10 0.373
H -2.14 0.96 1.62 0.347
H -1.10 -0.49 1.62 0.348
H -2.63 0.97 -0.94 0.346
H -1.28 0.44 -1.96 0.377
H -1.97 -0.67 -0.76 0.333
H 1.68 -1.55 1.29 0.227
H 1.63 -1.92 -1.46 0.252
H 1.94 2.52 -0.73 0.337
```

Output
- Net charge: +1
- HOMO-LUMO gap: 10.15 eV
- Highest occupied orbital energy: -0.507 Ha
- Energy relative to the best compared isomer or geometry (same formula, charge and spin): 100.9 kcal/mol

| no. | total energy (a.u.) |
| --- | --- |
| 1 | -437.717496 |
| 2 | -272.405302 |
| 3 | -568.547063 |
| 4 | -3875.040632 |
| 5 | -724.215282 |
| 6 | -872.408599 |
| 7 | -111.826687 |
| 8 | -413.587130 |